Record 1
{
  "formula": "C5H8O3",
  "method": "ωB97M-V with the def2-TZVPD basis set",
  "homo_lumo_gap_ev": 10.7,
  "fmax_ev_per_a": 8.3,
  "smiles": "C1OC[C@H]2O[C@@H]2CO1",
  "de_lowest_kcal_mol": 178.2,
  "species": ["C", "C", "C", "C", "C", "H", "H", "H", "H", "H", "H", "H", "H", "O", "O", "O"],
  "coordinates": [[0.589, -1.105, -1.035], [0.452, 1.085, -0.816], [-0.025, 1.160, 0.672], [-1.183, 0.540, 0.936], [-0.520, -0.907, 1.096], [0.087, -2.018, -1.336], [1.726, -1.280, -1.548], [1.606, 0.791, -0.789], [0.389, 2.017, -1.638], [0.908, 1.021, 1.420], [-1.670, 0.673, 0.010], [-0.510, -1.166, 2.116], [-1.283, -1.729, 0.878], [-0.075, -0.006, -1.610], [-1.067, 1.960, 1.235], [0.573, -1.035, 0.409]],
  "forces_ev_per_angstrom": [[0.71, -1.55, -1.32], [3.05, 2.63, -3.01], [6.63, 4.82, -1.24], [-2.30, -3.29, -1.52], [-7.30, -1.77, 2.36], [-0.49, -0.09, -0.03], [-2.63, 1.05, 2.26], [-2.10, 1.34, 0.22], [-0.18, -1.99, 2.89], [-2.31, 0.45, -1.70], [-1.66, -1.35, -0.87], [1.64, 0.06, 1.63], [0.34, 1.15, -0.80], [0.61, -0.31, 2.02], [1.14, -0.29, 1.63], [4.86, -0.84, -2.51]],
  "nbo_charge": [0.21, -0.14, 0.06, -0.09, -0.07, 0.17, 0.18, 0.19, 0.23, 0.19, 0.18, 0.21, 0.18, -0.54, -0.44, -0.54]
}

---

Record 2
{
  "formula": "C4H9N2S",
  "method": "ωB97M-V with the def2-TZVPD basis set",
  "homo_lumo_gap_ev": [6.8, 6.8],
  "fmax_ev_per_a": 8.9,
  "de_lowest_kcal_mol": 114.5,
  "charge": 1,
  "species": ["C", "C", "C", "C", "N", "N", "S", "H", "H", "H", "H", "H", "H", "H", "H", "H"],
  "coordinates": [[-0.807, 2.157, -0.951], [-0.187, 0.573, 0.719], [-0.338, -2.261, 1.335], [0.186, -1.759, 0.024], [-0.585, 2.510, -2.219], [0.095, 1.306, -0.279], [-0.989, 0.920, 2.052], [-1.682, 2.585, -0.425], [-1.018, -3.124, 1.124], [-0.817, -1.370, 1.753], [0.440, -2.541, 2.025], [-0.378, -1.826, -0.910], [1.219, -1.596, -0.182], [-1.212, 3.058, -2.742], [0.276, 2.434, -2.622], [0.934, 1.087, -0.820]],
  "forces_ev_per_angstrom": [[1.99, -0.35, 0.47], [-1.27, -4.79, 4.10], [-0.01, -0.70, -1.71], [-0.69, 2.14, 1.20], [-1.79, -0.50, 3.16], [-0.48, 5.51, -6.97], [0.11, -0.27, -0.42], [0.41, -0.97, -0.27], [0.25, 0.89, 0.59], [-0.72, -0.61, 0.53], [0.35, -0.19, 0.11], [-0.31, 0.07, 0.51], [0.77, -0.14, 0.26], [-1.13, 0.78, -0.28], [2.83, -0.68, -1.28], [-0.34, -0.18, 0.02]],
  "nbo_charge": [0.39, -0.07, -0.71, -0.15, -0.68, -0.60, 0.13, 0.26, 0.25, 0.26, 0.24, 0.20, 0.19, 0.44, 0.41, 0.42]
}